Model i:
The following is a quantum chemistry calculation of a 2-piece molecular cluster, CH3BrNO2S overall, from OMol25.

Gap between HOMO and LUMO, eV: 8.10
Total charge: -1
LUMO level, Eh: 0.1159

Geometry (Å):
C  -0.45  -1.19  -0.39
N  1.44  0.38  -0.01
O  -0.49  1.41  -1.20
O  -0.66  1.10  1.28
S  -0.26  0.53  -0.05
Br  -3.04  -0.87  0.12
H  1.68  0.51  -0.95
H  -0.09  -1.40  0.67
H  1.88  -0.47  0.52

Model ii:
The following is a quantum chemistry calculation of a 2-piece molecular cluster, CH3BrNO2S overall, from OMol25.

Gap between HOMO and LUMO (alpha / beta), eV: 8.08 / 6.40
Total charge: -1
LUMO level (alpha / beta), Eh: 0.1187 / 0.1062

Geometry (Å):
H  0.15  -0.12  0.08
N  -0.73  -0.41  -1.34
O  -0.97  -2.82  -1.80
Br  1.56  1.91  0.25
H  1.83  -0.36  -0.44
S  -1.72  -1.59  -1.55
O  -2.71  -1.67  -0.48
H  0.20  -0.65  -1.87
C  1.22  0.01  0.30

Decreasing stability: model i, model ii

Model i:
The following is a quantum chemistry calculation of a 3-piece molecular cluster, C10H12N2O overall, from OMol25.

Gap between HOMO and LUMO, eV: 8.01
LUMO level, Eh: -0.0147

Geometry (Å):
H  1.45  1.55  3.01
H  -1.98  -1.38  -3.29
H  1.79  -2.05  -0.89
C  1.25  -1.25  -0.16
H  2.12  0.23  4.99
H  0.55  2.05  1.63
C  0.01  -0.51  -0.44
O  2.79  0.05  3.68
H  2.98  -1.51  1.28
N  -1.61  0.97  -0.01
N  -1.08  -0.62  -1.43
H  -0.19  -1.71  -2.85
H  -3.46  1.95  -1.39
C  -0.42  0.36  0.39
C  -2.94  1.10  -2.20
C  0.50  1.05  1.25
H  -3.90  0.38  -3.05
H  -2.36  1.56  -2.98
C  1.61  0.32  1.51
C  1.99  -1.00  1.03
H  3.25  1.55  2.51
C  2.40  0.91  2.64
C  -1.99  0.30  -1.04
H  -1.57  -2.65  -1.84
C  -1.18  -1.68  -2.35

Model ii:
The following is a quantum chemistry calculation of one molecule with the formula C10H12N2O, from OMol25.

Gap between HOMO and LUMO (alpha / beta), eV: 7.99 / 7.99
LUMO level (alpha / beta), Eh: -0.0226 / -0.0226
Structure (SMILES): CN[C@H](/C=C\N=O)c1ccccc1

Geometry (Å):
C  0.41  0.14  0.91
H  1.47  -1.57  0.73
C  -2.65  0.36  -1.43
H  -0.58  1.87  1.52
N  -2.94  -0.95  -1.68
H  1.10  2.46  3.24
H  0.07  -0.69  -3.37
H  1.04  0.36  -1.74
N  0.38  -0.39  -1.36
H  0.42  -2.19  -2.61
H  -1.14  -1.36  -2.51
C  -0.46  -0.29  -0.23
H  3.02  1.02  3.62
C  2.42  -0.38  2.15
C  -1.57  0.65  -0.65
C  1.14  1.57  2.65
C  -0.06  -1.24  -2.50
H  -0.99  -1.22  0.20
C  0.21  1.23  1.71
H  -3.20  1.18  -1.93
O  -3.88  -1.24  -2.41
H  -1.24  1.62  -0.64
C  2.26  0.71  2.95
H  3.26  -0.97  2.16
C  1.50  -0.69  1.21

Decreasing stability: model ii, model i

Model i:
The following is a quantum chemistry calculation of a 2-piece molecular cluster, C3H7NOS overall, from OMol25.

Gap between HOMO and LUMO (alpha / beta), eV: 5.54 / 9.09
LUMO level (alpha / beta), Eh: 0.0301 / -0.0667
Multiplicity: 3

Geometry (Å):
H  0.66  -2.01  -1.38
C  -0.02  -1.32  -0.76
N  -2.91  0.54  -0.20
O  2.48  1.11  0.94
H  2.44  2.06  1.03
S  1.59  0.62  -0.33
C  0.73  -0.78  0.39
H  -0.49  -0.48  -1.33
H  -0.12  -0.55  1.13
H  -2.46  2.63  0.09
H  1.47  -1.44  0.91
H  -0.81  -1.95  -0.50
C  -2.57  1.59  0.02

Model ii:
The following is a quantum chemistry calculation of a 2-piece molecular cluster, C3H7NOS overall, from OMol25.

Gap between HOMO and LUMO (alpha / beta), eV: 7.24 / 8.12
LUMO level (alpha / beta), Eh: 0.0309 / -0.0754
Multiplicity: 3

Geometry (Å):
O  2.93  0.74  0.74
C  2.24  1.19  -0.30
H  -0.54  -1.13  0.89
H  -1.37  -1.48  -1.20
S  -2.52  0.61  -1.23
H  0.82  1.38  -1.44
H  2.84  1.97  -0.84
N  1.11  0.82  -0.69
C  -1.70  -1.09  0.86
C  -1.96  -0.74  -0.60
H  -2.11  -2.02  1.20
H  2.30  0.08  1.06
H  -2.05  -0.33  1.54

Decreasing stability: model ii, model i

Model i:
The following is a quantum chemistry calculation of a 2-piece molecular cluster, C3H10NS overall, from OMol25.

Gap between HOMO and LUMO, eV: 6.26
Total charge: -1
LUMO level, Eh: 0.1442

Geometry (Å):
N  -1.23  -0.29  0.41
H  3.01  -2.96  -0.41
H  1.30  -2.88  0.02
H  -0.42  -0.92  0.35
S  2.40  -0.74  0.43
H  -1.03  0.80  -1.35
H  -1.21  3.08  -0.26
H  -1.20  -0.06  1.41
C  -0.78  0.93  -0.30
C  2.11  -2.33  -0.44
C  -1.45  2.15  0.26
H  1.87  -2.17  -1.49
H  -1.15  2.37  1.29
H  0.31  0.98  -0.22
H  -2.53  2.03  0.29

Model ii:
The following is a quantum chemistry calculation of a 2-piece molecular cluster, C3H10NS overall, from OMol25.

Gap between HOMO and LUMO, eV: 6.10
Total charge: -1
LUMO level, Eh: 0.1453

Geometry (Å):
H  1.13  0.54  -1.70
C  -1.38  1.10  1.71
C  0.65  -1.09  -0.41
H  1.40  -2.97  -1.24
S  -0.69  1.76  0.15
H  -1.70  1.98  2.27
C  0.88  -2.74  -0.19
H  0.89  -0.90  -2.51
H  -2.27  0.49  1.71
H  1.15  -0.60  0.48
H  -0.47  -0.93  -0.15
H  1.55  -3.01  0.65
H  0.04  -3.43  0.03
H  -0.70  0.67  2.38
N  1.31  -0.52  -1.58

Decreasing stability: model i, model ii

Model i:
The following is a quantum chemistry calculation of one molecule with the formula C9H10, from OMol25.

Gap between HOMO and LUMO, eV: 9.83
LUMO level, Eh: 0.0338
Structure (SMILES): C#CC1=CCCC=CC1

Geometry (Å):
C  0.40  -1.06  0.22
C  2.27  -2.74  1.51
H  2.89  -3.60  1.94
H  0.93  0.77  -2.43
C  -0.46  1.74  -0.90
H  -0.12  -1.08  2.21
C  -0.19  -0.24  1.42
C  0.36  -0.88  -1.04
H  0.48  2.03  -0.37
C  1.51  -2.01  0.93
C  -1.52  1.45  -0.01
C  -1.53  0.40  0.95
H  -2.50  2.01  -0.28
H  1.19  -1.52  -1.52
H  -0.70  2.65  -1.63
H  -0.95  0.37  -2.30
C  0.03  0.51  -1.69
H  0.44  0.72  1.44
H  -2.51  0.47  1.54

Model ii:
The following is a quantum chemistry calculation of C9H10 as an isolated structure, from OMol25.

Gap between HOMO and LUMO, eV: 10.07
LUMO level, Eh: 0.0389

Geometry (Å):
C  1.44  -0.64  -0.01
H  -0.98  0.87  1.87
C  0.68  -0.39  1.25
H  -2.14  0.58  -1.99
H  1.27  -0.13  2.07
H  0.23  3.49  -2.95
H  0.17  1.63  0.91
C  -1.41  0.82  -1.23
H  -1.83  -0.64  0.03
C  0.42  -1.90  1.29
H  0.69  -2.47  2.11
C  1.31  -1.97  0.12
H  1.76  -2.79  -0.35
C  -0.30  2.86  -2.41
H  1.77  -0.08  -0.86
C  -0.76  1.96  -1.72
C  -0.44  0.65  0.97
H  -0.56  -2.08  0.98
C  -1.33  0.23  -0.08

Decreasing stability: model ii, model i

Model i:
The following is a quantum chemistry calculation of a 2-piece molecular cluster, C5H17N3O overall, from OMol25.

Gap between HOMO and LUMO, eV: 9.26
LUMO level, Eh: 0.0365
Structure (SMILES): C[C@@H](N)CN.C[C@@H](N)O

Geometry (Å):
H  2.65  1.84  -0.81
N  2.18  2.17  1.87
H  -2.87  -2.21  -0.64
H  -1.01  -1.08  -2.19
H  1.53  2.25  2.64
H  3.79  0.93  0.19
C  1.81  1.06  1.02
O  0.46  1.16  0.60
C  -1.95  -0.30  -0.29
C  -0.47  -0.71  -1.32
H  0.66  -1.61  0.12
H  -0.92  0.18  1.35
H  -3.34  -0.96  -1.80
C  -3.11  -1.15  -0.76
H  1.91  0.15  1.64
H  2.11  3.04  1.34
N  -1.67  -0.45  1.07
H  -1.50  -1.41  1.34
H  0.28  0.76  -0.41
C  2.76  0.97  -0.16
H  0.20  -0.03  -1.87
H  2.57  0.07  -0.75
H  -2.09  0.76  -0.52
N  0.29  -1.83  -0.80
H  -3.99  -0.94  -0.15
H  -0.28  -2.66  -0.71

Model ii:
The following is a quantum chemistry calculation of C5H17N3O as an isolated structure, from OMol25.

Gap between HOMO and LUMO, eV: 8.15
LUMO level, Eh: 0.0256

Geometry (Å):
C  -1.65  1.05  -1.21
H  1.51  -1.05  -1.55
H  -2.18  -1.61  -0.64
N  -0.71  0.79  -0.14
H  3.18  0.66  1.29
H  -2.95  -0.12  1.20
H  -0.43  -1.70  -0.96
H  3.07  1.34  -0.87
N  2.37  -0.58  -1.29
C  -1.96  -0.23  1.64
H  0.29  -0.52  1.13
C  -1.19  -1.64  -0.19
H  -2.68  1.10  -0.84
H  -1.71  0.68  2.20
C  2.10  0.65  1.11
O  1.50  -0.46  1.48
H  -1.62  0.32  -2.04
H  1.57  1.34  -1.57
H  -1.96  -1.08  2.32
N  -0.92  -0.42  0.62
H  -1.12  -2.50  0.47
C  2.13  0.78  -0.81
H  0.39  0.79  -0.52
H  2.78  -1.18  -0.58
H  -1.40  2.02  -1.62
H  1.59  1.59  1.38

Decreasing stability: model i, model ii